1.
{"formula": "C4H6O2", "method": "ωB97M-V/def2-TZVPD", "max_force_ev_per_a": 0.51, "relative_energy_kcal_mol": 83.4, "orbital_gap_ev": 9.5, "homo_ev": -9.1, "molar_mass_g_mol": 86.1, "spin_multiplicity": 1, "elements": ["O", "O", "C", "C", "C", "C", "H", "H", "H", "H", "H", "H"], "coordinates": [[0.45690, 1.84173, -1.26967], [0.72322, -1.06877, 0.78780], [1.22652, 0.04046, 0.02123], [0.10904, -0.72807, 1.88912], [0.14039, 0.80742, -0.72769], [-1.25522, 0.24147, -0.77606], [1.92525, -0.38128, -0.70645], [-1.81717, 0.76562, -1.55060], [-1.74004, 0.39319, 0.19567], [-0.20827, -1.72033, 2.29199], [-1.24589, -0.83605, -0.96828], [1.75572, 0.72906, 0.68210]], "mulliken_charge": [-0.540, -0.228, -0.209, -0.308, 0.681, -1.135, 0.291, 0.341, 0.301, 0.158, 0.335, 0.312]}



2.
{"formula": "C4H6O2", "method": "ωB97M-V/def2-TZVPD", "max_force_ev_per_a": 0.60, "relative_energy_kcal_mol": 33.4, "orbital_gap_ev": 10.3, "homo_ev": -9.6, "molar_mass_g_mol": 86.1, "spin_multiplicity": 1, "smiles": "O=C1CC[C@@H]1O", "elements": ["O", "O", "C", "C", "C", "C", "H", "H", "H", "H", "H", "H"], "coordinates": [[0.49134, 1.16171, -1.96849], [2.00668, -0.18170, 0.47954], [-1.14747, 0.51326, -0.17065], [-0.50346, -0.58940, 0.70816], [0.12486, 0.52116, -1.02227], [0.80509, -0.55215, -0.13995], [1.94392, 0.74477, 0.74774], [-1.02489, -1.54966, 0.66697], [-2.06415, 0.25945, -0.71032], [-0.34440, -0.32007, 1.75564], [-1.30191, 1.47482, 0.33219], [1.01438, -1.48220, -0.67857]], "mulliken_charge": [-0.527, -0.520, -0.350, -0.629, 0.132, 0.196, 0.321, 0.243, 0.267, 0.283, 0.227, 0.357]}